No. 1
The following is a DFT calculation (wB97M-V/def2-TZVPD) of 2 unconnected molecules or ions with the total composition C3H11NO.

XYZ file:
```
16
Properties=species:S:1:pos:R:3:forces:R:3:mulliken_charge:R:1
C 0.305 0.861 -2.136 0.392 0.380 -0.066 -1.09
C 0.370 -0.221 -1.073 -0.711 -0.268 0.409 -0.20
C -0.893 -0.112 -0.178 -0.805 -0.092 -0.877 -0.52
N -0.912 -1.059 0.900 0.514 -0.169 1.422 -0.60
H 1.215 0.863 -2.759 -0.385 0.081 0.164 0.32
H 0.215 1.843 -1.642 0.033 -0.202 -0.369 0.31
H -0.570 0.715 -2.792 0.319 0.082 0.235 0.29
H 0.409 -1.204 -1.580 -0.098 0.284 0.519 0.22
H 1.260 -0.144 -0.419 -0.300 0.070 -0.399 0.24
H -1.003 0.908 0.239 0.173 0.047 -0.611 0.27
H -1.811 -0.341 -0.753 0.487 0.483 -0.277 0.36
H -1.827 -1.097 1.363 0.412 0.090 -0.398 0.25
H -0.266 -0.646 1.581 -0.260 -1.025 -0.002 0.21
O 1.257 -0.171 2.695 -0.129 0.344 1.338 -0.70
H 1.560 -0.720 3.453 -0.334 0.552 -0.799 0.32
H 0.692 0.525 3.102 0.690 -0.658 -0.289 0.32
```
Positions in Å, forces in eV/Å.

As for the SMILES: CCCN.O. The spin multiplicity is 1. Its HOMO-LUMO gap is 9.47 eV. The energy above the lowest of the compared OMol25 structures with the same formula, charge and spin comes out at 12.8 kcal per mole.


No. 2
The following is a DFT calculation (wB97M-V/def2-TZVPD) of 2 unconnected molecules or ions with the total composition H2N2O4S.

XYZ file:
```
9
Properties=species:S:1:pos:R:3:forces:R:3:mulliken_charge:R:1
N -1.273 0.375 -0.281 0.689 -0.055 -0.283 -0.49
N 0.996 -0.772 -0.089 -1.378 -5.919 0.085 0.38
O 2.110 -1.088 0.054 -1.262 1.435 -0.151 -0.24
O -0.284 -2.180 -0.092 2.506 3.456 -0.133 -0.52
O 0.861 1.537 -1.065 -0.230 -0.102 -0.321 -0.50
O 0.464 1.276 1.348 -0.269 0.049 0.153 -0.51
S 0.237 0.858 0.010 0.240 1.411 0.409 1.12
H -1.886 0.659 0.467 -0.119 0.081 0.363 0.32
H -1.225 -0.665 -0.352 -0.177 -0.355 -0.121 0.44
```
Positions in Å, forces in eV/Å.

The spin multiplicity is 1. Its HOMO-LUMO gap (alpha / beta) is 8.16 / 8.67 eV. The energy above the lowest of the compared OMol25 structures with the same formula, charge and spin comes out at 120.2 kcal per mole.


No. 3
The following is a DFT calculation (wB97M-V/def2-TZVPD) of a molecular structure, CCu3N5O18.

XYZ file:
```
27
Properties=species:S:1:pos:R:3:forces:R:3:mulliken_charge:R:1
Cu -2.425 -0.372 0.092 1.617 1.938 -1.316 0.60
Cu 3.003 0.704 2.222 -0.976 0.602 -1.959 0.58
Cu 2.190 -3.907 -1.024 -1.846 0.944 -0.576 0.63
N 0.577 2.568 4.084 1.567 -0.456 0.527 1.08
O 1.137 3.388 4.771 -0.634 -0.255 -0.736 -0.54
O 1.079 2.056 3.042 -0.302 0.442 0.347 -0.21
O -0.475 2.001 4.377 -0.372 0.165 0.024 -0.28
N -2.850 -0.079 -3.048 -2.608 0.034 -1.176 0.96
O -2.424 -0.588 -1.951 0.411 -0.986 1.946 -0.17
O -3.423 -0.867 -3.809 1.160 0.550 0.697 -0.50
O -2.800 1.114 -3.209 0.600 0.166 0.069 -0.53
N 3.140 1.885 -0.692 2.170 0.457 -2.137 0.96
O 3.375 0.683 -0.959 -0.711 0.443 1.224 -0.60
O 2.787 2.298 0.446 -0.107 -0.941 1.556 -0.56
O 3.401 2.746 -1.557 -0.768 -0.408 0.594 -0.63
N -0.725 -4.353 -2.408 -0.288 -0.073 0.391 1.00
O -0.604 -5.536 -2.704 -0.320 -0.371 -0.157 -0.64
O -1.818 -3.764 -2.368 1.237 -0.444 -0.060 -0.55
O 0.350 -3.708 -2.110 0.588 0.617 0.504 -0.56
N 0.822 -0.830 0.203 1.499 -2.048 0.467 0.87
O 1.283 -0.060 1.074 -1.215 0.555 0.013 -0.36
O 1.544 -1.825 -0.087 -0.160 0.127 -0.129 -0.46
O -0.292 -0.707 -0.328 0.567 0.273 0.518 -0.54
C -1.484 1.754 1.487 -6.886 0.400 -1.492 1.12
O -1.901 0.780 2.153 1.730 -1.696 2.016 -0.61
O -1.644 2.930 2.047 2.114 -0.350 0.066 -0.39
O -1.824 1.688 0.258 1.935 0.315 -1.223 -0.63
```
Positions in Å, forces in eV/Å.

The spin multiplicity is 4. Its HOMO-LUMO gap (alpha / beta) is 6.51 / 3.64 eV. As for the charge: -1.


No. 4
The following is a DFT calculation (wB97M-V/def2-TZVPD) of a molecular structure, C26H34FN5O5RuS3.

XYZ file:
```
75
Properties=species:S:1:pos:R:3:forces:R:3:mulliken_charge:R:1
Ru 0.555 -0.474 -2.273 0.558 0.866 0.863 0.47
S 1.926 -0.804 1.909 0.120 0.019 -0.060 -0.27
C 1.900 -0.662 0.264 0.243 0.103 0.196 0.25
S 1.542 -1.962 -0.837 -0.685 -0.206 0.158 -0.37
S 2.106 0.748 -0.694 0.165 -0.466 -0.421 -0.35
C -3.703 -2.941 3.396 0.034 0.015 0.008 -1.03
C -4.225 -1.794 2.545 0.126 -0.098 0.029 -1.10
N -3.183 -1.204 1.695 0.051 0.058 0.094 0.26
C -3.013 -1.686 0.453 -0.003 -0.006 -0.062 -0.15
C -2.132 -1.191 -0.464 0.075 -0.132 0.163 -0.26
C -2.071 -1.861 -1.803 0.200 -0.031 -0.314 0.01
O -2.892 -2.716 -2.083 -0.047 0.045 0.077 -0.74
O -1.121 -1.491 -2.608 -0.710 -0.574 -0.415 -0.35
C -1.363 -0.053 -0.122 0.000 0.052 0.022 1.96
O -0.615 0.582 -0.905 0.086 0.091 0.155 -1.18
C -1.463 0.405 1.256 -0.132 0.198 -0.118 0.92
C -0.630 1.438 1.685 0.020 0.034 -0.073 -1.05
C -0.689 1.863 2.976 -0.055 0.070 0.030 0.57
F 0.100 2.893 3.351 -0.001 0.003 0.003 -0.36
C -1.542 1.266 3.915 0.064 -0.112 0.106 -1.52
C -2.368 0.240 3.486 -0.039 0.021 0.000 -0.40
C -2.356 -0.184 2.152 -0.113 -0.110 0.009 -0.07
N -1.552 1.619 5.292 -0.030 0.072 -0.032 0.27
C -2.827 1.906 5.930 0.067 0.039 -0.035 -0.70
C -2.804 1.273 7.327 -0.072 0.007 -0.006 -0.75
N -1.366 1.182 7.767 -0.028 0.075 -0.018 -0.15
C -0.627 2.431 7.382 0.039 -0.009 -0.036 -0.73
C -0.483 2.441 5.854 -0.016 -0.119 -0.016 -0.76
H -4.503 -3.345 4.017 0.011 0.010 -0.015 0.38
H -2.886 -2.619 4.044 -0.017 -0.010 -0.013 0.31
H -3.324 -3.744 2.763 -0.008 0.008 0.011 0.36
H -4.653 -1.000 3.155 -0.031 0.020 -0.016 0.48
H -5.014 -2.140 1.881 -0.013 -0.001 -0.004 0.49
H -3.633 -2.527 0.164 -0.049 0.057 -0.025 0.56
H 0.063 1.888 0.984 0.000 -0.040 0.018 0.52
H -2.995 -0.262 4.210 0.032 -0.002 -0.001 0.73
H -3.647 1.482 5.359 -0.011 0.008 -0.029 0.49
H -3.004 2.987 5.994 -0.003 0.004 0.024 0.32
H -3.205 0.261 7.328 0.031 -0.025 0.001 0.43
H -3.340 1.869 8.062 0.031 0.000 0.028 0.38
H -0.933 0.398 7.275 0.000 -0.023 -0.017 0.38
H -1.307 1.005 8.768 0.018 -0.012 0.026 0.33
H 0.343 2.438 7.873 -0.006 -0.030 0.037 0.39
H -1.215 3.265 7.758 -0.025 -0.003 0.010 0.35
H 0.473 2.009 5.567 0.027 0.018 -0.020 0.54
H -0.499 3.478 5.513 -0.022 0.027 0.016 0.43
N 1.382 1.043 -3.634 -0.298 0.039 -0.341 -0.71
C 2.453 1.249 -4.024 0.097 0.236 0.091 0.78
N 3.657 1.479 -4.468 -0.033 -0.062 -0.069 0.08
C 4.332 2.772 -4.302 -0.027 -0.055 0.059 -0.58
C 4.977 3.139 -5.625 0.042 -0.025 -0.055 -0.57
O 5.825 2.100 -6.082 -0.030 -0.018 0.034 -0.36
C 5.106 0.900 -6.312 0.048 0.072 -0.021 -0.65
C 4.482 0.397 -5.026 -0.075 0.069 0.036 -0.20
H 5.093 2.677 -3.524 0.002 -0.006 0.022 0.30
H 3.603 3.521 -3.997 -0.011 -0.011 -0.001 0.41
H 5.600 4.023 -5.504 0.007 0.009 -0.016 0.35
H 4.203 3.347 -6.373 -0.010 -0.002 -0.006 0.33
H 5.817 0.173 -6.699 0.014 0.004 -0.007 0.36
H 4.325 1.071 -7.064 -0.009 -0.007 -0.014 0.35
H 5.261 0.145 -4.302 0.001 -0.026 0.015 0.23
H 3.856 -0.478 -5.193 -0.013 -0.002 0.001 0.20
C 0.989 -3.660 -5.245 0.046 0.049 -0.048 -0.67
C 0.334 -2.541 -6.078 0.027 -0.015 0.048 -0.67
C 0.295 -1.330 -5.142 0.152 -0.159 -0.084 -0.34
O 1.121 -1.690 -3.990 0.016 -0.028 -0.013 0.12
C 0.958 -3.126 -3.827 0.261 -0.039 -0.012 -0.61
H 2.018 -3.819 -5.566 -0.011 -0.032 0.014 0.28
H 0.456 -4.606 -5.323 0.023 0.000 -0.013 0.34
H -0.676 -2.810 -6.381 0.002 0.006 -0.016 0.36
H 0.912 -2.333 -6.976 -0.020 -0.012 -0.024 0.27
H -0.715 -1.133 -4.798 -0.043 0.028 0.084 0.18
H 0.721 -0.426 -5.565 0.032 0.006 -0.003 0.46
H 0.010 -3.319 -3.332 -0.076 0.020 -0.003 0.20
H 1.781 -3.472 -3.206 0.002 0.046 0.006 0.47
```
Positions in Å, forces in eV/Å.

The spin multiplicity is 2. Its HOMO-LUMO gap (alpha / beta) is 5.76 / 5.62 eV. The energy above the lowest of the compared OMol25 structures with the same formula, charge and spin comes out at 39.8 kcal per mole. As for the charge: +1.


Max |F| for the records above, in order: 0.02959 0.11820 0.13725 0.02613 Eh/bohr
Calculated total energy for the records above, in order: -6826.689 -22029.979 -179236.101 -82999.950 eV